No. 1
{
  "formula": "C28H29IIrNOPS4SbSi",
  "method": "ωB97M-V/def2-TZVPD",
  "e_homo_ev": -1.27,
  "energy_ev": -111033.7483,
  "homo_lumo_gap_ev": 4.99,
  "charge": -2,
  "de_lowest_ev": 0.000,
  "elements": ["Ir", "O", "C", "C", "C", "C", "C", "C", "C", "P", "C", "C", "C", "C", "C", "C", "C", "C", "C", "C", "C", "C", "H", "H", "H", "H", "H", "H", "H", "H", "H", "H", "H", "H", "H", "H", "S", "Sb", "S", "S", "S", "I", "C", "C", "C", "C", "N", "C", "H", "H", "H", "H", "C", "Si", "C", "C", "C", "H", "H", "H", "H", "H", "H", "H", "H", "H", "H", "H"],
  "positions_angstrom": [[0.00, -0.35, 0.24], [1.51, 0.58, 2.49], [0.58, -0.10, 2.11], [-0.20, -0.85, 3.19], [-0.08, -0.55, 4.54], [-0.78, -1.29, 5.48], [-1.59, -2.35, 5.07], [-1.71, -2.66, 3.72], [-1.02, -1.89, 2.79], [-1.06, -2.10, 0.97], [-2.84, -2.03, 0.53], [-3.76, -1.47, 1.42], [-5.07, -1.26, 1.04], [-5.50, -1.59, -0.24], [-4.60, -2.15, -1.14], [-3.28, -2.36, -0.76], [-0.66, -3.91, 0.89], [0.26, -4.41, 1.81], [0.62, -5.74, 1.81], [0.06, -6.62, 0.89], [-0.86, -6.14, -0.02], [-1.23, -4.80, -0.02], [0.58, 0.26, 4.83], [-0.70, -1.05, 6.53], [-2.14, -2.93, 5.81], [-2.33, -3.49, 3.40], [-3.43, -1.16, 2.40], [-5.76, -0.80, 1.74], [-6.52, -1.39, -0.55], [-4.90, -2.37, -2.15], [-2.58, -2.75, -1.49], [0.71, -3.74, 2.53], [1.35, -6.10, 2.53], [0.35, -7.66, 0.88], [-1.31, -6.81, -0.75], [-1.96, -4.46, -0.74], [-0.55, 4.99, -0.35], [-0.72, 3.00, -1.43], [-1.50, 1.45, 0.45], [1.26, 2.00, -2.03], [-2.36, 2.88, -3.05], [-3.99, 0.17, -4.51], [-2.26, -0.66, -3.70], [-1.65, -1.70, -4.37], [-0.55, -2.30, -3.77], [-0.12, -1.83, -2.54], [-0.72, -0.82, -1.91], [-1.77, -0.23, -2.48], [-2.02, -2.04, -5.33], [-0.02, -3.12, -4.24], [0.71, -2.29, -2.03], [-2.25, 0.58, -1.94], [4.79, -2.18, -0.41], [3.02, -2.42, 0.19], [3.18, -2.59, 2.06], [2.49, -4.03, -0.66], [1.99, -0.97, -0.24], [5.43, -3.01, -0.12], [5.21, -1.26, 0.00], [4.82, -2.09, -1.50], [3.48, -3.59, 2.39], [2.27, -2.29, 2.59], [3.95, -1.88, 2.38], [3.00, -4.89, -0.22], [2.79, -3.96, -1.71], [1.42, -4.22, -0.63], [2.04, -0.74, -1.31], [2.52, -0.12, 0.23]]
}



No. 2
{
  "formula": "C28H29IrN3O6SSb",
  "method": "ωB97M-V/def2-TZVPD",
  "e_homo_ev": -7.09,
  "energy_ev": -66471.2169,
  "homo_lumo_gap_ev": 4.66,
  "charge": 0,
  "de_lowest_ev": 0.000,
  "elements": ["Ir", "O", "C", "O", "C", "C", "C", "N", "C", "C", "C", "O", "O", "H", "H", "H", "O", "C", "C", "Sb", "C", "C", "H", "H", "H", "H", "H", "H", "H", "H", "H", "C", "N", "N", "C", "O", "C", "C", "C", "C", "C", "C", "C", "C", "C", "H", "H", "H", "H", "H", "H", "H", "H", "H", "H", "H", "H", "S", "C", "C", "C", "C", "C", "C", "H", "H", "H", "H", "H"],
  "positions_angstrom": [[0.40, -0.51, -0.91], [-2.98, -1.27, 5.43], [-1.99, -1.93, 5.21], [-1.33, -2.78, 5.77], [-1.35, -1.59, 3.76], [-0.72, -2.59, 3.04], [-0.17, -2.26, 1.81], [-0.26, -1.04, 1.30], [-0.89, -0.10, 1.99], [-1.45, -0.32, 3.24], [-1.02, 1.30, 1.33], [-1.26, 2.25, 2.05], [-0.88, 1.28, 0.08], [-0.64, -3.59, 3.43], [0.34, -3.00, 1.21], [-1.96, 0.49, 3.75], [-2.10, -1.98, -1.10], [-1.15, -1.54, -1.59], [1.90, 3.34, -1.24], [0.63, 1.90, -2.21], [-0.97, 3.26, -2.70], [1.63, 1.81, -4.15], [1.88, 4.26, -1.82], [2.91, 2.94, -1.18], [1.52, 3.51, -0.25], [-0.56, 4.16, -3.13], [-1.50, 3.50, -1.78], [-1.65, 2.79, -3.40], [1.68, 2.78, -4.61], [1.08, 1.12, -4.78], [2.63, 1.42, -4.01], [5.59, 0.49, 3.51], [4.91, 0.14, 2.30], [3.75, 0.75, 1.89], [3.24, 0.07, 0.79], [2.22, 0.46, 0.19], [4.14, -1.01, 0.57], [5.13, -0.94, 1.51], [6.30, -1.82, 1.72], [3.26, 1.96, 2.42], [1.95, 2.01, 2.87], [1.43, 3.20, 3.36], [2.24, 4.32, 3.43], [3.55, 4.27, 2.99], [4.07, 3.09, 2.47], [4.99, 1.20, 4.07], [6.56, 0.94, 3.31], [5.74, -0.40, 4.13], [4.04, -1.74, -0.21], [6.39, -2.52, 0.90], [6.19, -2.39, 2.65], [7.21, -1.24, 1.79], [1.33, 1.13, 2.83], [0.40, 3.23, 3.68], [1.85, 5.24, 3.84], [4.18, 5.14, 3.04], [5.08, 3.05, 2.10], [2.20, -1.65, -2.25], [2.26, -3.38, -2.04], [3.38, -4.07, -2.51], [3.47, -5.44, -2.35], [2.46, -6.14, -1.71], [1.34, -5.46, -1.25], [1.24, -4.09, -1.41], [4.17, -3.51, -3.00], [4.34, -5.96, -2.71], [2.53, -7.20, -1.57], [0.54, -6.00, -0.76], [0.38, -3.54, -1.06]]
}



Look up the charge of the first one.
-2